Record 1
ORCA calculation (ωB97M-V/def2-TZVPD) on one molecule with the formula C16H19N3O3 at a distorted geometry.

Geometry (Å):
O1 -0.33 -1.21 -2.69
C1 0.12 -0.27 -2.08
O2 0.88 0.64 -2.69
C2 -0.16 -0.06 -0.58
C3 1.15 0.07 0.23
C4 1.77 1.44 0.18
C5 1.31 2.54 0.84
N1 2.10 3.62 0.57
C6 3.11 3.25 -0.27
C7 4.16 3.99 -0.82
C8 5.04 3.33 -1.66
C9 4.88 1.96 -1.95
C10 3.85 1.22 -1.41
C11 2.95 1.87 -0.55
N2 -0.99 -1.13 -0.13
C12 -1.73 -0.99 0.99
O3 -1.61 -0.01 1.72
C13 -2.64 -2.14 1.36
C14 -3.17 -3.06 0.25
C15 -4.49 -3.61 0.81
C16 -4.72 -2.81 2.11
N3 -3.89 -1.63 1.93
H1 1.20 1.29 -2.10
H2 -0.70 0.88 -0.48
H3 0.87 -0.16 1.27
H4 1.86 -0.71 -0.10
H5 0.45 2.64 1.51
H6 1.97 4.55 0.93
H7 4.28 5.06 -0.60
H8 5.87 3.89 -2.11
H9 5.59 1.47 -2.59
H10 3.70 0.17 -1.66
H11 -1.21 -1.84 -0.82
H12 -2.07 -2.77 2.11
H13 -2.43 -3.85 0.01
H14 -3.37 -2.47 -0.65
H15 -4.45 -4.69 0.97
H16 -5.30 -3.44 0.12
H17 -4.41 -3.42 2.99
H18 -5.75 -2.51 2.25
H19 -3.69 -1.09 2.78

Results
SMILES: O=C(O)[C@H](Cc1c[nH]c2ccccc12)NC(=O)[C@@H]1CCCN1
molar mass: 301.35 g mol⁻¹
HOMO-LUMO gap: 9.01 eV
charge: 0
energy: -27514.529 eV
LUMO: 0.72 eV

---

Record 2
ORCA calculation (ωB97M-V/def2-TZVPD) on one molecule with the formula C16H19N3O6 at a distorted geometry.

Geometry (Å):
C1 5.17 2.35 0.54
C2 4.03 2.55 -0.45
O1 3.33 1.34 -0.69
C3 2.37 1.00 0.19
O2 2.07 1.71 1.13
C4 1.75 -0.28 -0.14
C5 2.00 -1.05 -1.28
C6 2.90 -0.82 -2.43
N1 1.24 -2.15 -1.19
C7 0.47 -2.12 -0.05
C8 -0.40 -3.26 0.17
O3 -0.21 -4.33 -0.39
C9 -1.56 -3.11 1.15
O4 -2.29 -1.89 1.00
C10 -2.56 -1.50 -0.26
O5 -2.18 -2.10 -1.24
C11 -3.35 -0.25 -0.27
N2 -3.60 0.24 -1.42
N3 -4.32 1.37 -1.51
C12 -4.58 2.26 -0.50
O6 -5.23 3.26 -0.70
C13 -3.92 1.89 0.81
C14 -3.85 0.38 1.00
C15 0.77 -0.96 0.64
C16 0.28 -0.53 1.98
H1 5.72 3.28 0.65
H2 4.77 2.05 1.50
H3 5.85 1.58 0.18
H4 3.32 3.30 -0.07
H5 4.40 2.87 -1.43
H6 2.67 0.14 -2.90
H7 3.93 -0.77 -2.10
H8 2.79 -1.61 -3.17
H9 1.17 -2.90 -1.86
H10 -1.20 -3.11 2.17
H11 -2.24 -3.96 1.00
H12 -4.59 1.62 -2.46
H13 -4.45 2.38 1.63
H14 -2.91 2.31 0.78
H15 -3.22 0.12 1.84
H16 -4.86 -0.02 1.19
H17 0.55 -1.28 2.73
H18 0.74 0.42 2.24
H19 -0.80 -0.42 1.98

Results
SMILES: CCOC(=O)c1c(C)[nH]c(C(=O)COC(=O)C2=NNC(=O)CC2)c1C
molar mass: 349.34 g mol⁻¹
HOMO-LUMO gap: 8.55 eV
charge: 0
energy: -33656.156 eV
LUMO: 0.00 eV

---

Record 3
ORCA calculation (ωB97M-V/def2-TZVPD) on C16H19N5O4W as an isolated structure at a distorted geometry.

Geometry (Å):
W1 0.71 -2.22 0.14
C1 -1.32 4.96 -0.05
C2 -1.24 3.51 0.14
N1 0.08 2.83 0.05
O1 1.20 3.61 -0.07
C3 -2.47 2.98 0.59
C4 -3.76 3.70 0.84
N2 -2.50 1.68 0.75
O2 -3.60 1.27 0.64
H1 -2.28 5.16 -0.55
H2 -0.44 5.47 -0.56
H3 -1.49 5.62 0.79
H4 0.96 4.56 0.04
H5 -3.56 4.22 1.90
H6 -4.52 2.98 0.77
H7 -4.06 4.57 0.33
H8 0.60 -1.52 -1.55
O3 1.33 -3.88 0.40
O4 0.12 -1.42 1.57
C5 6.35 0.46 -0.57
C6 4.96 -0.13 -0.64
C7 3.90 0.68 -0.19
C8 2.71 0.10 0.14
N3 2.48 -1.19 -0.13
C9 3.50 -1.96 -0.53
C10 4.69 -1.47 -0.87
H9 6.62 1.24 -1.32
H10 7.13 -0.32 -0.57
H11 6.40 1.01 0.36
H12 3.98 1.75 -0.08
H13 1.86 0.77 0.46
H14 3.30 -2.96 -0.83
H15 5.32 -2.05 -1.46
N4 -6.22 -5.00 0.38
C11 -5.21 -4.47 0.26
C12 -3.85 -3.98 0.09
C13 -3.53 -2.73 0.58
C14 -2.26 -2.20 0.41
N5 -1.32 -2.95 -0.27
C15 -1.59 -4.21 -0.67
C16 -2.88 -4.63 -0.60
H16 -4.16 -2.06 1.11
H17 -2.05 -1.24 0.70
H18 -0.81 -4.89 -1.01
H19 -3.08 -5.63 -0.91

Results
molar mass: 529.20 g mol⁻¹
HOMO-LUMO gap (spin up / spin down): 6.87 / 5.90 eV
multiplicity: 3
charge: +2
energy: -34342.491 eV
<S²>: 2.128
LUMO (spin up / spin down): -8.73 / -9.70 eV